ORCA calculation (ωB97M-V/def2-TZVPD) on a 4-piece molecular cluster, C20H35N4O12S3 overall at a distorted geometry.

Positions of all 74 atoms, in Å:
N (-1.2215, -3.1186, -4.5740)
C (-1.4541, -2.0373, -3.5574)
C (-0.7426, -0.6382, -3.9210)
C (-1.4312, 0.6372, -3.1901)
C (-0.9842, 0.5773, -1.6181)
N (-1.8807, -0.3510, -0.8686)
C (-3.2258, 0.2637, -0.6870)
N (-3.5072, 1.5515, -0.9971)
N (-4.2999, -0.5083, -0.1004)
C (-3.8558, -1.8068, 0.4844)
C (-2.3799, -1.8155, 1.0967)
C (-1.4286, -0.6318, 0.5301)
C (0.0645, -1.1570, 0.6877)
C (0.6122, -2.4344, -0.0032)
C (2.0889, -2.8524, 0.1692)
C (3.0563, -1.9844, 1.0386)
C (2.4940, -0.7097, 1.7415)
C (1.0152, -0.2800, 1.5808)
H (-1.0393, -3.9831, -4.0235)
H (-2.1596, -3.2967, -4.9856)
H (-1.0427, -2.4098, -2.5458)
H (-2.5730, -1.8346, -3.4004)
H (-0.7448, -0.5280, -5.0590)
H (0.3638, -0.7473, -3.5982)
H (-0.8999, 1.5568, -3.6469)
H (-2.5627, 0.6732, -3.3199)
H (-0.9451, 1.6382, -1.1519)
H (0.1162, 0.2381, -1.6586)
H (-4.3265, 1.6912, -1.6181)
H (-2.9218, 2.3350, -0.6543)
H (-4.8365, 0.0624, 0.5831)
H (-4.5738, -2.0311, 1.3635)
H (-4.0657, -2.6360, -0.2837)
H (-1.9251, -2.8456, 0.8331)
H (-2.4380, -1.7971, 2.2446)
H (-1.5992, 0.3050, 1.1682)
H (-0.0580, -3.0813, -0.6597)
H (2.4754, -3.7832, -0.3817)
H (4.1495, -2.2860, 1.1332)
H (3.1924, -0.0432, 2.3703)
H (0.5912, 0.6666, 2.0833)
C (-4.8638, 5.6366, -2.3016)
C (-3.6106, 6.3629, -1.8381)
O (-3.7235, 6.4251, -0.4154)
S (-4.5089, 5.1093, 0.1131)
O (-3.5326, 4.1461, 0.5457)
O (-5.5991, 5.5317, 0.9341)
O (-5.0966, 4.6225, -1.3200)
H (-5.7280, 6.3060, -2.3112)
H (-4.7406, 5.1904, -3.2891)
H (-3.5289, 7.3636, -2.2618)
H (-2.7098, 5.7910, -2.0809)
C (2.6734, -3.5921, 4.4273)
C (3.6333, -4.7250, 4.0979)
O (3.9981, -5.2800, 5.3608)
S (2.7448, -5.1389, 6.3838)
O (2.0315, -6.3808, 6.3953)
O (3.2050, -4.4964, 7.5765)
O (1.8845, -4.0693, 5.5170)
H (3.2137, -2.7018, 4.7621)
H (2.0362, -3.3320, 3.5810)
H (4.5162, -4.3793, 3.5599)
H (3.1362, -5.5068, 3.5159)
C (6.2557, 3.1098, -0.6308)
C (6.2463, 1.7009, -0.0582)
O (4.9633, 1.5590, 0.5539)
S (3.8795, 2.4339, -0.2796)
O (3.1969, 1.5579, -1.1860)
O (3.1920, 3.2933, 0.6362)
O (4.9346, 3.3221, -1.1322)
H (6.4475, 3.8519, 0.1491)
H (6.9893, 3.2257, -1.4291)
H (7.0406, 1.5431, 0.6713)
H (6.3272, 0.9518, -0.8513)

**Charge**: +1
**LUMO energy**: -3.71 eV
**Kohn-Sham gap**: 7.90 eV
**Highest occupied orbital energy**: -0.427 Ha

=====

ORCA calculation (ωB97M-V/def2-TZVPD) on C20H35N5 as an isolated structure at a distorted geometry.

Positions of all 60 atoms, in Å:
C (20.0611, -0.6939, 12.8625)
C (20.3770, 0.5951, 13.5599)
C (19.4558, 1.8014, 13.2343)
C (18.1030, 1.4636, 13.5407)
N (17.0018, 1.0642, 13.7348)
H (20.9221, -1.3595, 12.8010)
H (19.5633, -0.6077, 11.8966)
H (19.3784, -1.2636, 13.4930)
H (21.4197, 0.9103, 13.5201)
H (20.2650, 0.3614, 14.6186)
H (19.5691, 2.0651, 12.1827)
H (19.6611, 2.7673, 13.6958)
C (16.8335, -2.8139, 15.5104)
C (17.3375, -1.4910, 14.9589)
C (16.2060, -0.4992, 14.4241)
C (15.1610, -1.2649, 13.6801)
N (14.2750, -1.8612, 13.1132)
H (16.4790, -3.3577, 14.6348)
H (16.0264, -2.4908, 16.1679)
H (17.6051, -3.3850, 16.0267)
H (18.1621, -1.5770, 14.2514)
H (17.9403, -1.0729, 15.7651)
H (16.3615, 0.3249, 13.7278)
H (15.6701, -0.1915, 15.3220)
C (20.7272, 3.1898, 14.8984)
C (20.0266, 2.9375, 16.2630)
C (20.7865, 3.4966, 17.4850)
C (22.1624, 2.9746, 17.6657)
N (23.2583, 2.5843, 17.7909)
H (20.8751, 4.2558, 14.7255)
H (20.0117, 2.9642, 14.1077)
H (21.6188, 2.5766, 14.7672)
H (19.9333, 1.8806, 16.5129)
H (19.0044, 3.3153, 16.2837)
H (20.0791, 3.2630, 18.2808)
H (20.9524, 4.5738, 17.4893)
C (22.9433, 4.4568, 12.2093)
C (24.1858, 3.6510, 12.7666)
C (23.8195, 2.5483, 13.6737)
C (23.0527, 1.5323, 12.9522)
N (22.5186, 0.7220, 12.2668)
H (22.0403, 4.3805, 12.8150)
H (22.6644, 4.2382, 11.1785)
H (23.2553, 5.5001, 12.2562)
H (24.7708, 4.4198, 13.2714)
H (24.7080, 3.2324, 11.9062)
H (23.3189, 2.9047, 14.5740)
H (24.6276, 1.9000, 14.0127)
C (22.6141, -2.0275, 12.6492)
C (22.3238, -3.1013, 13.6537)
C (21.0473, -2.7360, 14.4188)
C (21.1025, -1.5406, 15.2815)
N (21.1710, -0.6063, 15.9804)
H (21.6579, -1.7415, 12.2111)
H (23.2804, -2.4342, 11.8884)
H (23.2535, -1.2865, 13.1291)
H (23.1527, -3.1836, 14.3567)
H (22.1527, -4.0589, 13.1619)
H (20.7655, -3.6166, 14.9960)
H (20.2213, -2.6896, 13.7091)

**Relative energy (zero: lowest compared OMol25 entry of this formula, charge and spin)**: 412.8 kcal per mole
**LUMO energy**: 0.47 eV
**Kohn-Sham gap**: 7.66 eV
**Highest occupied orbital energy**: -0.264 Ha

=====

ORCA calculation (ωB97M-V/def2-TZVPD) on a 7-piece molecular cluster, C20H36BCl12N3O4P overall at a distorted geometry.

Positions of all 77 atoms, in Å:
C (2.3584, -2.4478, 2.4483)
P (1.4798, -1.6946, 0.9131)
O (2.0033, -2.6486, -0.4146)
N (-0.2557, -1.8394, 1.2176)
C (-1.0965, -1.0183, 0.2778)
B (-0.8346, 0.6014, 0.3657)
N (0.4033, 1.3041, -0.0841)
O (-1.9293, 1.4420, 0.8984)
C (-0.8428, -1.4286, -1.2732)
O (-0.6980, -0.5282, -2.1947)
O (-0.7268, -2.7537, -1.6932)
C (-2.6243, -1.2745, 0.6795)
C (-3.1697, -1.2245, 2.1674)
C (-4.6721, -1.5279, 2.3409)
N (-5.6781, -1.8484, 1.3911)
C (-5.2432, -1.9075, 0.0351)
C (-3.7734, -1.6167, -0.3305)
H (3.5040, -2.4950, 2.3032)
H (2.0272, -3.5238, 2.6596)
H (2.2055, -1.7750, 3.3810)
H (2.4093, -1.9964, -1.0416)
H (-0.4364, -1.6089, 2.2061)
H (1.0024, 0.6927, -0.6623)
H (0.9293, 1.6672, 0.7338)
H (-1.6478, 1.6357, 1.8289)
H (-2.4716, -1.0036, 3.0518)
H (-5.0366, -1.5117, 3.4393)
H (-6.0172, -2.1738, -0.7758)
H (-3.4947, -1.6534, -1.4477)
Cl (-0.2487, 0.8916, 3.5146)
C (-0.0077, 2.2310, 4.6639)
C (-1.2019, 2.4205, 5.5782)
Cl (-2.6263, 3.0328, 4.7030)
H (0.2070, 3.1346, 4.0903)
H (0.8768, 1.9847, 5.2550)
H (-0.9637, 3.1556, 6.3500)
H (-1.4817, 1.4877, 6.0716)
Cl (1.3616, 4.5056, -3.7446)
C (0.6590, 3.1273, -4.6324)
C (0.5606, 1.8825, -3.7731)
Cl (2.1604, 1.2027, -3.3905)
H (1.2663, 2.9545, -5.5230)
H (-0.3382, 3.4347, -4.9544)
H (0.0066, 1.1071, -4.3059)
H (0.0440, 2.0821, -2.8321)
Cl (6.7641, -3.1991, 3.8703)
C (6.3592, -4.8348, 4.4481)
C (5.2821, -5.4889, 3.6049)
Cl (3.6979, -4.7021, 3.8100)
H (6.0591, -4.7595, 5.4948)
H (7.2775, -5.4238, 4.3982)
H (5.1593, -6.5317, 3.9057)
H (5.5355, -5.4689, 2.5433)
Cl (-2.2404, 8.7500, -1.5564)
C (-0.6255, 7.9968, -1.5947)
C (-0.6942, 6.4871, -1.4746)
Cl (-1.2244, 5.9652, 0.1434)
H (-0.0282, 8.4364, -0.7939)
H (-0.1716, 8.2719, -2.5491)
H (0.2966, 6.0577, -1.6369)
H (-1.3757, 6.0562, -2.2102)
Cl (4.6562, 3.3527, -3.1279)
C (6.2659, 2.5933, -3.1606)
C (6.1870, 1.0837, -3.0405)
Cl (5.6475, 0.5653, -1.4244)
H (6.8632, 3.0296, -2.3577)
H (6.7249, 2.8658, -4.1135)
H (7.1758, 0.6476, -3.1991)
H (5.5048, 0.6576, -3.7787)
Cl (-6.4866, -2.6365, -2.8530)
C (-7.1835, -4.0315, -3.7131)
C (-7.2872, -5.2565, -2.8257)
Cl (-5.6896, -5.9283, -2.4186)
H (-6.5712, -4.2253, -4.5957)
H (-8.1787, -3.7311, -4.0480)
H (-7.8388, -6.0435, -3.3449)
H (-7.8092, -5.0335, -1.8932)

**Charge**: -1
**LUMO energy**: 2.06 eV
**Kohn-Sham gap**: 6.27 eV
**Highest occupied orbital energy**: -0.155 Ha

=====

ORCA calculation (ωB97M-V/def2-TZVPD) on C20H36BrMnN4O2Si4Te as an isolated structure at a distorted geometry.

Positions of all 69 atoms, in Å:
Mn (1.5934, -1.4337, -0.5128)
Br (7.6370, -3.6426, -5.5308)
C (6.6508, -4.0574, -4.0081)
C (6.8203, -5.1342, -3.1793)
N (5.8921, -5.3254, -2.1682)
C (4.9779, -4.3841, -1.9066)
C (4.8035, -3.2531, -2.7268)
C (5.6526, -3.0808, -3.7858)
C (3.6434, -2.3579, -2.4772)
O (3.4686, -1.3497, -3.2033)
O (2.8549, -2.6721, -1.5611)
H (7.5491, -5.9870, -3.4359)
H (4.3351, -4.6129, -1.0429)
H (5.5219, -2.1550, -4.3457)
C (-5.3155, 2.7072, 0.5209)
Si (-3.8129, 1.8325, -0.4543)
C (-4.6575, 0.7478, -1.7619)
C (-2.8368, 3.1201, -1.3972)
Si (-2.3308, 0.3890, 0.6395)
Te (-1.1523, -0.5780, -1.2812)
Si (-3.4049, -1.3731, 1.7109)
C (-4.8545, -1.9289, 0.6744)
C (-2.2114, -2.7044, 2.1857)
C (-4.0473, -0.7453, 3.3646)
Si (-0.8263, 1.9131, 1.8831)
C (0.3222, 2.9023, 0.8678)
C (-1.9053, 3.1527, 2.8000)
C (0.2160, 1.0730, 3.2001)
H (-5.9260, 3.2987, -0.1998)
H (-4.8965, 3.3274, 1.3320)
H (-5.8974, 1.8760, 0.9794)
H (-5.2530, 1.3429, -2.4570)
H (-5.2515, -0.0286, -1.2431)
H (-3.8694, 0.2340, -2.3265)
H (-3.5806, 3.6888, -2.0575)
H (-2.0199, 2.6206, -1.9196)
H (-2.3870, 3.8600, -0.7334)
H (-4.4054, -2.3095, -0.2849)
H (-5.6518, -1.2084, 0.4343)
H (-5.3252, -2.7764, 1.0859)
H (-1.9052, -3.3183, 1.3140)
H (-2.5910, -3.4353, 2.9332)
H (-1.3645, -2.1868, 2.6126)
H (-4.2409, 0.2914, 3.4284)
H (-3.2145, -0.9861, 4.0822)
H (-4.9228, -1.3171, 3.7395)
H (0.7117, 3.8168, 1.3872)
H (-0.1468, 3.2432, -0.0835)
H (1.1272, 2.2073, 0.5104)
H (-2.1540, 3.9284, 2.0606)
H (-1.4140, 3.5801, 3.6710)
H (-3.0151, 2.7413, 3.1207)
H (0.9037, 0.3361, 2.7627)
H (-0.3657, 0.5719, 4.0056)
H (0.7042, 1.8687, 3.7543)
C (2.2441, 1.4520, -2.4149)
C (2.8302, 1.4212, -1.0435)
N (2.7665, 0.3965, -0.2414)
C (3.5609, 0.6165, 0.8264)
C (4.1559, 1.8372, 0.6429)
N (3.5894, 2.3609, -0.4998)
H (2.9636, 1.2910, -3.2314)
H (1.7885, 2.4084, -2.5038)
H (1.6438, 0.6044, -2.5124)
H (3.6154, -0.0911, 1.6011)
H (4.9313, 2.3146, 1.1955)
H (3.7942, 3.2848, -0.8700)
N (2.0913, -2.0793, 2.6000)
C (1.7931, -2.1460, 1.4748)

**Relative energy (zero: lowest compared OMol25 entry of this formula, charge and spin)**: 0.0 kcal per mole
**Charge**: -1
**2S+1**: 6
**LUMO energy (spin up / spin down)**: 2.31 / 2.31 eV
**Kohn-Sham gap (spin up / spin down)**: 6.72 / 6.77 eV
**Highest occupied orbital energy (spin up / spin down)**: -0.162 / -0.164 Ha